No. 1
{"formula": "C19H25N3OS", "method": "the ωB97M-V functional and the def2-TZVPD basis", "species": ["C", "H", "H", "H", "S", "C", "C", "C", "C", "C", "C", "H", "H", "C", "O", "C", "C", "N", "C", "C", "C", "H", "H", "H", "H", "H", "H", "C", "C", "H", "H", "C", "N", "C", "C", "C", "N", "H", "H", "H", "H", "H", "H", "H", "H", "H", "H", "H", "H"], "xyz": [[-7.104, -0.200, -0.106], [-6.894, -0.057, -1.264], [-7.028, 0.835, 0.316], [-8.001, -0.802, -0.015], [-5.761, -1.397, 0.277], [-4.399, -0.374, 0.096], [-4.449, 0.839, -0.390], [-3.189, 1.630, -0.938], [-1.992, 1.062, -0.577], [-1.895, -0.271, 0.109], [-3.180, -0.674, 0.393], [-3.228, -1.753, 0.734], [-0.987, -0.904, 0.253], [-0.697, 1.906, -0.755], [-0.770, 2.762, -1.663], [0.492, 1.359, 0.018], [1.817, 1.948, -0.659], [2.986, 1.690, 0.001], [3.110, 1.993, 1.290], [1.753, 1.321, 2.175], [0.450, 1.737, 1.295], [-0.487, 1.363, 2.009], [0.387, 2.938, 1.550], [1.730, 1.627, 3.280], [1.810, 0.354, 1.784], [4.010, 1.489, 1.755], [3.014, 2.779, 1.572], [3.919, 0.970, -0.779], [3.225, -0.616, -0.988], [2.334, -0.491, -1.431], [3.930, -0.916, -1.934], [3.208, -1.553, -0.024], [2.239, -2.475, -0.046], [2.314, -3.922, -0.485], [1.034, -4.388, -0.537], [0.270, -3.061, -0.138], [0.959, -2.175, -0.067], [-0.843, -3.231, 0.159], [0.768, -5.272, -0.801], [3.180, -4.105, -0.556], [4.274, -2.116, 0.409], [2.868, -0.884, 1.242], [4.683, 0.637, -0.109], [4.140, 1.133, -1.666], [1.743, 1.969, -1.854], [1.788, 3.126, -0.602], [0.763, 0.199, -0.158], [-3.035, 2.436, -1.245], [-5.260, 1.539, -0.928]], "atomic_forces_ev_per_a": [[1.7, 0.1, -3.3], [-0.9, 0.0, 2.2], [-0.3, -1.4, 0.3], [-0.3, 0.5, 0.3], [-1.1, -0.1, 1.0], [-4.2, 2.4, -0.9], [0.4, 9.5, -6.9], [-2.7, -16.0, 8.5], [2.6, -1.4, 1.6], [-2.1, 3.2, -1.5], [6.8, -8.2, 2.4], [0.7, 0.7, 0.3], [-1.0, 1.0, 0.1], [-2.6, -1.2, -3.6], [1.4, -1.3, 2.7], [3.1, -2.0, -8.6], [-3.6, 5.3, -2.4], [2.0, -1.5, -4.8], [0.7, -17.6, 1.1], [0.3, 2.7, -2.4], [-1.1, 4.2, 12.7], [2.0, 0.6, -2.2], [-0.1, -2.5, -1.4], [-0.1, -0.9, -1.8], [0.4, -2.3, 1.2], [-0.8, 0.7, -0.6], [-1.3, 17.4, 5.1], [-3.8, -6.7, 10.0], [6.6, 4.8, -6.5], [-3.4, 0.6, -1.4], [-1.5, 0.0, 1.9], [4.1, -0.8, 10.2], [-2.1, -6.9, -2.5], [-12.0, 6.0, 2.4], [3.0, 8.2, 2.4], [-10.9, -16.6, -1.9], [7.9, 13.8, 3.1], [1.8, 1.2, -1.0], [-2.1, -5.4, -1.4], [11.7, -3.9, -1.4], [-2.9, 1.7, -1.7], [1.3, -1.5, -3.4], [1.3, 0.5, -0.1], [2.0, 2.8, -7.9], [0.7, -1.2, 2.6], [-1.1, -1.5, 0.2], [-1.6, 2.2, 0.6], [0.5, 12.8, -5.2], [0.7, -2.4, 1.9]], "fmax_ev_per_a": 20.0, "e_above_lowest_ev": 21.186, "homo_lumo_gap_ev": 7.90, "spin_multiplicity": 1, "e_lumo_ev": 0.5, "homo_energy_ev": -7.4}


No. 2
{"formula": "C19H25N4O7PPd", "method": "the ωB97M-V functional and the def2-TZVPD basis", "species": ["C", "C", "C", "C", "C", "C", "C", "C", "N", "Pd", "C", "P", "H", "H", "H", "H", "H", "H", "H", "H", "C", "C", "H", "C", "C", "H", "H", "H", "H", "H", "H", "H", "H", "H", "H", "H", "H", "H", "H", "O", "N", "O", "C", "C", "C", "C", "O", "C", "C", "N", "O", "O", "N", "O", "O", "H", "H"], "xyz": [[-2.073, 0.100, -4.284], [-1.916, -0.995, -3.447], [-1.496, -0.834, -2.101], [-1.362, 0.453, -1.577], [-1.400, 1.527, -2.455], [-1.828, 1.376, -3.784], [-1.223, -2.048, -1.276], [-0.415, -3.133, -2.029], [0.983, -2.890, -2.164], [-1.019, 0.829, 0.514], [-0.927, 2.853, -1.949], [0.183, 2.454, -0.563], [-2.102, -2.006, -3.816], [-1.930, 2.267, -4.394], [-2.379, -0.037, -5.325], [-1.744, 3.460, -1.521], [-0.375, 3.435, -2.698], [-0.693, -1.791, -0.355], [-2.181, -2.482, -0.943], [-0.519, -4.042, -1.417], [0.866, 3.999, 0.038], [1.588, 1.520, -1.179], [-0.805, -3.308, -3.038], [1.578, -2.483, -3.397], [1.856, -3.126, -1.060], [-2.038, 2.206, 0.677], [2.165, -3.327, -3.800], [0.799, -2.192, -4.115], [2.268, -1.629, -3.259], [2.496, -3.987, -1.297], [2.520, -2.274, -0.851], [1.274, -3.338, -0.159], [2.195, 2.182, -1.809], [2.172, 1.159, -0.322], [1.245, 0.655, -1.756], [0.574, 4.814, -0.639], [0.511, 4.193, 1.055], [1.956, 3.883, 0.033], [-1.418, 2.408, 1.160], [-0.076, -0.545, 7.664], [-0.588, -1.512, 7.061], [-0.967, -2.544, 7.648], [-0.736, -1.422, 5.633], [-0.177, -0.293, 5.006], [-0.183, -0.259, 3.613], [-0.998, -1.194, 2.860], [-1.547, -0.921, 1.736], [-1.276, -2.459, 3.520], [-1.287, -2.492, 4.908], [-1.723, -3.590, 2.727], [-2.427, -4.438, 3.316], [-1.370, -3.699, 1.536], [0.643, 0.655, 2.878], [0.877, 0.322, 1.636], [1.148, 1.672, 3.380], [0.290, 0.503, 5.581], [-1.698, -3.341, 5.457]], "atomic_forces_ev_per_a": [[-0.3, 0.1, 0.0], [0.4, 0.1, 0.6], [-0.4, 0.3, -0.6], [-0.1, -0.5, -1.0], [-0.6, 0.2, -0.6], [0.4, -0.2, 0.5], [-0.2, 0.0, 0.3], [-0.8, -0.9, 0.0], [0.4, 0.6, 0.2], [0.2, -0.4, -0.4], [0.1, 0.3, 0.4], [0.9, -0.1, -0.8], [0.0, 0.3, 0.0], [0.1, -0.2, -0.1], [0.0, 0.0, 0.4], [0.2, 0.0, -0.3], [-0.3, 0.0, 0.1], [0.0, 0.0, -0.1], [0.4, -0.2, -0.2], [0.1, 0.0, -0.2], [0.1, 0.3, 0.2], [0.5, 0.0, -0.4], [0.0, 0.0, 0.4], [-0.1, 0.5, -0.9], [0.2, -0.1, 0.9], [-1.3, 0.4, 0.1], [-0.1, 0.2, 0.1], [0.3, -0.2, 0.2], [-0.2, -0.4, 0.2], [0.0, 0.0, 0.0], [-0.2, -0.1, -0.3], [0.1, -0.1, -0.2], [0.1, -0.3, 0.1], [-0.1, 0.2, -0.2], [0.1, 0.2, 0.0], [0.1, -0.1, 0.3], [0.2, 0.2, -0.2], [-0.2, 0.2, 0.2], [-0.5, 0.2, 0.3], [-0.9, -1.5, -1.8], [0.2, -0.3, 4.2], [0.5, 1.7, -1.9], [0.1, 0.4, -1.2], [0.4, 0.3, -1.4], [-0.1, 0.0, 1.6], [-0.9, -0.1, -2.5], [1.2, -0.9, 2.6], [-0.3, 1.0, 1.2], [-0.1, -0.8, -0.5], [-1.6, -2.9, -0.7], [1.6, 2.1, -1.1], [-0.2, 0.8, 2.2], [2.0, 1.4, -1.9], [-0.2, 0.4, 3.1], [-1.4, -2.0, -0.6], [0.1, -0.3, 0.0], [0.3, 0.1, -0.2]], "fmax_ev_per_a": 4.2, "s2": 6.0963, "homo_lumo_gap_ev": [4.93, 4.56], "spin_multiplicity": 5, "total_charge": 2, "e_lumo_ev": [-7.9, -10.0], "homo_energy_ev": [-12.8, -14.6]}


No. 3
{"formula": "C19H25N5O3", "method": "the ωB97M-V functional and the def2-TZVPD basis", "species": ["C", "C", "C", "C", "N", "C", "N", "C", "C", "C", "O", "N", "C", "C", "O", "N", "C", "N", "C", "C", "C", "C", "C", "C", "O", "C", "C", "H", "H", "H", "H", "H", "H", "H", "H", "H", "H", "H", "H", "H", "H", "H", "H", "H", "H", "H", "H", "H", "H", "H", "H", "H"], "xyz": [[2.694, 1.615, -2.177], [1.649, 1.877, -1.101], [2.251, 2.594, 0.105], [1.220, 2.865, 1.204], [0.715, 1.646, 1.800], [-0.407, 1.071, 1.311], [-1.350, 1.717, 0.633], [-2.303, 0.789, 0.404], [-1.952, -0.437, 0.941], [-2.767, -1.592, 0.812], [-2.531, -2.720, 1.218], [-3.949, -1.308, 0.114], [-4.856, -2.431, -0.054], [-4.342, -0.092, -0.424], [-5.396, 0.039, -1.013], [-3.473, 0.968, -0.264], [-3.810, 2.269, -0.797], [-0.716, -0.232, 1.538], [0.098, -1.238, 2.182], [1.421, -1.373, 1.469], [2.622, -1.145, 2.123], [3.815, -1.223, 1.419], [3.813, -1.513, 0.072], [2.608, -1.747, -0.597], [2.709, -2.027, -1.920], [1.529, -2.263, -2.651], [1.415, -1.675, 0.112], [2.245, 1.127, -3.039], [3.483, 0.971, -1.793], [3.143, 2.549, -2.508], [0.837, 2.483, -1.508], [1.220, 0.925, -0.779], [3.064, 1.988, 0.516], [2.674, 3.548, -0.216], [1.675, 3.463, 1.998], [0.360, 3.399, 0.799], [1.431, 0.997, 2.099], [-5.056, -2.878, 0.919], [-5.774, -2.064, -0.505], [-4.395, -3.184, -0.694], [-4.781, 2.190, -1.280], [-3.846, 2.998, 0.013], [-3.051, 2.579, -1.515], [-0.468, -2.173, 2.131], [0.250, -0.974, 3.234], [2.630, -0.922, 3.181], [4.751, -1.048, 1.928], [4.731, -1.571, -0.491], [0.985, -3.132, -2.268], [0.870, -1.388, -2.642], [1.850, -2.461, -3.672], [0.466, -1.855, -0.370]], "atomic_forces_ev_per_a": [[-0.2, 0.0, 0.1], [0.3, 0.1, 0.0], [-0.4, -0.1, 0.0], [0.3, 0.3, -0.1], [0.2, -0.3, 0.2], [-0.4, -0.3, 0.1], [-0.2, 0.4, -0.2], [0.7, -1.1, 0.6], [-0.5, 0.5, -0.4], [0.3, 0.4, 0.0], [0.0, -0.2, 0.1], [-0.1, -0.2, 0.1], [-0.2, -0.2, 0.0], [0.0, 0.2, -0.1], [-0.2, 0.0, -0.1], [0.0, 0.0, 0.0], [-0.1, 0.3, -0.1], [-0.1, 0.3, -0.1], [0.2, -0.2, 0.1], [0.3, 0.0, 0.1], [-0.3, -0.1, 0.1], [0.1, 0.0, -0.1], [0.0, 0.0, -0.1], [0.0, 0.0, 0.2], [0.3, 0.1, 0.3], [-0.2, 0.0, -0.2], [0.0, -0.1, -0.2], [0.0, -0.1, -0.1], [0.1, -0.1, 0.0], [0.1, 0.1, -0.1], [-0.1, 0.0, 0.0], [-0.1, 0.0, 0.0], [0.1, 0.0, 0.0], [0.1, 0.1, 0.0], [-0.1, 0.0, -0.1], [0.1, 0.1, 0.1], [-0.1, 0.0, -0.1], [0.0, 0.0, -0.1], [0.1, -0.1, 0.1], [-0.1, 0.0, 0.0], [0.1, 0.0, 0.1], [0.0, 0.0, 0.0], [0.0, 0.0, 0.0], [0.1, 0.2, 0.1], [0.0, -0.1, -0.1], [0.0, 0.0, 0.1], [0.1, 0.0, 0.0], [0.1, 0.0, -0.1], [0.0, 0.0, 0.0], [0.0, 0.0, 0.0], [-0.1, 0.0, 0.1], [-0.1, 0.0, -0.1]], "fmax_ev_per_a": 1.4, "e_above_lowest_ev": 0.000, "homo_lumo_gap_ev": 8.30, "smiles": "CCCCNc1nc2c(c(=O)n(C)c(=O)n2C)n1Cc1cccc(OC)c1", "spin_multiplicity": 1, "e_lumo_ev": 0.6, "homo_energy_ev": -7.7}